(1)
10
Properties=species:S:1:pos:R:3:forces:R:3 method="wB97M-V/def2-TZVPD" e_homo_ev=-8.954 multiplicity=1
C -2.183 -0.651 0.186 -0.61 3.73 0.83
C -0.949 0.067 -0.287 1.91 4.39 4.20
H -2.993 0.157 0.152 0.80 -1.38 -0.84
H -2.383 -1.517 -0.309 -0.87 -2.53 -0.98
H -2.158 -0.685 1.284 0.69 -0.81 -0.26
H 0.739 -1.717 0.289 -3.33 3.76 -2.82
H 2.501 -0.754 -1.163 -0.77 2.31 3.25
N 0.370 -0.624 -0.337 -1.56 -3.75 2.60
O -1.009 1.347 -0.090 1.21 -5.03 -2.00
S 1.786 0.101 0.215 2.51 -0.68 -3.98

(2)
10
Properties=species:S:1:pos:R:3:forces:R:3 method="wB97M-V/def2-TZVPD" e_homo_ev=-8.398 multiplicity=1
N -0.656 -0.751 0.939 -2.57 -0.36 0.00
C -0.421 -0.814 -0.381 -0.12 1.99 -1.19
S -1.075 -2.042 -1.428 1.34 2.37 1.55
C 0.531 0.514 -0.698 3.83 -3.22 0.16
O 1.016 1.013 0.594 -2.82 5.20 0.74
H -0.300 0.144 1.490 -1.18 -2.63 -1.58
H -1.617 -1.263 0.983 2.37 1.11 1.31
H 1.542 -0.132 -0.905 -2.24 1.62 -0.41
H 0.465 1.309 -1.524 -0.72 -1.53 1.34
H 0.517 2.021 0.930 2.11 -4.54 -1.92

Computed energy above the lowest of the compared OMol25 structures with the same formula, charge and spin (kcal per mole) in order:
116.6, 79.4
Computed Kohn-Sham gap (eV) in order:
8.518, 8.446
Computed DFT total energy (hartree) in order:
-607.2209, -607.2804